Below is a structure of composition C38H72AlF2N3O4PSi, with properties calculated with ωB97M-V/def2-TZVPD.

Calculated values
⟨S²⟩: 2.01
Total charge: -1
Multiplicity: 3
LUMO level (alpha / beta): 1.746 / 1.000 eV
E_HOMO (alpha / beta): -3.9 / -3.9 eV
Largest force on an atom: 5.2 eV/Å
DFT total energy: -82425.236 eV

Geometry as XYZ:
```
122
Properties=species:S:1:pos:R:3:forces:R:3:mulliken_charge:R:1
C 8.315365 -5.591190 -0.070118 0.1717 0.8263 0.9424 -0.977
C 6.777109 -5.112506 0.228039 0.9730 -0.9661 -1.4123 -0.428
P 6.897503 -3.363265 0.949651 0.7961 -0.3572 -0.1473 -0.068
C 7.739966 -2.348348 -0.457516 0.2810 0.0894 -1.0717 -0.903
Al 4.824342 -2.341819 1.228525 -0.5758 1.8788 -0.5829 -0.677
N 5.182377 -0.676465 2.180981 -0.2215 -1.4342 0.4285 -0.616
C 4.012863 -1.717025 -0.584280 -0.0472 0.3608 0.1955 -0.261
C 2.949710 -0.539472 -0.315907 0.7321 0.2973 -0.9785 -0.272
C 2.633979 0.252014 -1.700600 -0.4210 0.3133 0.6323 -0.491
C 1.302978 -0.286652 -2.431962 0.5795 0.1452 0.6820 0.294
O 1.569195 -0.757464 -3.805009 -0.9378 -2.4672 0.3552 -0.419
C 1.363272 -2.181705 -3.880877 2.7934 -2.0148 0.2569 0.667
C -0.097731 -2.758500 -4.186890 -0.5410 0.2156 0.4483 -0.716
O 2.331080 -2.976520 -3.734362 -3.8992 3.3173 -0.7558 -0.507
C 3.494047 -3.374763 2.398039 0.5076 -0.6671 -0.4568 0.887
F 4.096323 -3.534615 3.725329 -1.4624 0.1739 -1.3542 -0.360
F 2.315030 -2.520703 2.552412 1.2423 -1.5796 0.2161 -0.316
C 3.105761 -4.841372 1.893472 -0.9255 -0.4947 1.7724 -0.586
C 1.541041 -5.217053 2.209645 0.6526 -0.9708 0.4355 -0.580
Si 0.430204 -5.052166 0.656988 0.0767 -0.3642 -0.2493 0.147
C 0.114405 -6.826856 -0.082613 -0.7766 0.2697 0.3777 -1.084
C 1.274230 -4.038918 -0.736052 -0.2322 0.0636 -0.3936 0.531
C -1.335321 -4.353079 1.031144 -3.2012 1.8766 -0.0050 0.440
C -1.900954 -3.346521 -0.043491 -2.6991 -0.6129 2.7061 -0.103
C -3.331472 -2.734026 0.090126 1.9580 -3.0757 2.9692 -0.471
C -4.158743 -3.162977 1.340247 2.7408 -0.9180 -0.5422 -0.158
C -3.609390 -4.142647 2.423966 2.1831 0.6101 -2.8346 -0.544
C -2.189662 -4.743620 2.273449 -1.5300 2.5683 -2.9155 -0.328
H 8.496560 -6.690448 0.175235 -0.2891 1.3286 -0.7226 0.320
H 8.665951 -5.283999 -1.121314 -0.6575 -0.7988 1.4956 0.199
H 8.984929 -4.985247 0.656404 -0.9606 -1.0482 -1.0953 0.298
H 6.250775 -5.175208 -0.795310 0.4211 0.1354 1.5772 0.291
H 6.272782 -5.859892 0.940774 0.7104 1.3274 -0.9094 0.286
H 8.721922 -1.868701 -0.116003 -1.3856 -0.7615 -0.3395 0.324
H 7.988334 -3.027894 -1.358968 -0.3920 0.9998 1.3879 0.230
H 7.075192 -1.513012 -0.859594 0.8015 -1.0972 0.6142 0.250
H 5.824138 -0.988351 2.943478 -0.6773 0.5606 -0.4908 0.230
H 4.270787 -0.482243 2.644535 0.8612 0.0098 -0.1557 0.166
H 3.621070 -2.581072 -1.218518 0.3023 1.3515 0.5434 -0.150
H 4.891868 -1.223798 -1.157856 -1.3425 -0.8274 0.7740 0.339
H 3.444327 0.221901 0.386678 -0.7153 -1.1520 -0.8773 0.263
H 1.986493 -0.902351 0.181459 1.1771 0.4537 -0.6345 0.216
H 3.569579 0.173824 -2.360155 -1.6064 0.0224 0.7544 0.430
H 2.468474 1.370390 -1.463887 0.2498 -1.5914 -0.4115 -0.125
H 0.530343 0.557441 -2.516400 0.9550 -1.3935 0.1834 0.166
H 0.913660 -1.187040 -1.836523 0.2662 1.4644 -0.6671 -0.188
H -0.245925 -3.775490 -3.671245 0.5876 1.5672 -0.7500 0.231
H -0.927644 -2.066428 -3.782018 1.4037 -0.8856 -0.7632 0.185
H -0.284058 -2.945347 -5.306547 0.5522 0.5632 1.6424 0.326
H 3.734910 -5.577233 2.527919 -0.7861 1.3308 -1.0603 0.391
H 3.353274 -5.061179 0.803581 -0.2373 0.7144 1.3864 0.118
H 1.130755 -4.672340 3.124184 0.7414 -0.5259 -1.2674 0.347
H 1.539062 -6.344160 2.485605 -0.1295 1.6920 -0.3929 0.337
H -0.695371 -7.290016 0.601908 1.4175 0.3525 -1.0980 0.299
H -0.372592 -6.670061 -1.106777 0.8370 -0.4824 1.2601 0.282
H 1.071471 -7.448273 -0.118324 -1.4503 0.6995 -0.0859 0.279
H 0.569067 -4.073182 -1.642160 1.1164 0.1021 1.1856 -0.723
H 1.447762 -2.947457 -0.435073 -0.0083 -1.6156 -0.4990 -0.329
H 2.254176 -4.560301 -1.044803 -1.4715 1.0338 0.4231 0.428
H -1.301352 -3.037570 -0.969925 -0.7926 -0.6579 1.6943 0.008
H -3.719466 -2.034201 -0.723971 0.4324 -1.0492 1.4972 0.364
H -5.205859 -2.722588 1.446331 1.6262 -0.7770 -0.0248 0.225
H -4.234685 -4.470158 3.326772 0.8973 0.7564 -1.6051 0.273
H -1.767539 -5.475747 3.043988 -0.7299 1.2484 -1.2421 0.279
C 1.991412 7.373570 0.433017 0.0094 0.1855 0.5022 -1.679
C 2.057969 6.040235 -0.365919 0.1476 2.0380 -0.3370 1.912
C 0.739338 5.785462 -1.143522 -0.0845 -0.6229 -0.0994 -1.690
C -0.397995 5.181728 -0.331139 -0.1080 0.1294 0.1029 -0.205
C 0.086045 3.981317 0.472070 0.0470 0.0985 -0.4259 -1.104
C 1.295071 4.330427 1.358274 -0.9007 -0.2359 1.9374 2.057
N 2.416651 4.936253 0.574504 0.1136 -2.9743 -3.0187 0.267
O 2.992215 3.942062 -0.150901 -0.4960 1.7917 1.5831 -0.453
C 0.815494 5.284085 2.479629 -0.0872 0.4397 -0.0967 -2.209
C 1.740696 3.062406 2.128480 0.4836 -0.0888 -0.5571 -1.618
C 3.142939 6.316809 -1.445041 0.1452 -0.8786 0.1144 -1.900
H 2.054057 7.237437 1.512383 -0.1384 -0.1479 -0.1092 0.355
H 2.841140 8.026645 0.207923 -0.1281 -0.1623 -0.2074 0.483
H 1.080523 7.938149 0.221993 -0.0004 -0.0476 -0.0057 0.301
H 0.940989 5.088406 -1.970020 0.2000 0.0869 0.1863 0.384
H 0.393319 6.712387 -1.612154 0.2773 0.0375 0.0950 0.414
H -0.837546 5.942319 0.324316 0.0335 -0.0842 0.0434 0.292
H -1.199967 4.865024 -1.007182 0.0667 0.0776 0.0235 0.322
H -0.739156 3.602272 1.084784 0.2441 0.0253 0.1646 0.438
H 0.342267 3.169210 -0.219670 0.1968 0.0864 0.0931 0.109
H 1.643457 5.581563 3.129329 -0.0025 -0.0491 -0.1128 0.395
H 0.068182 4.794171 3.112266 0.1694 -0.1655 -0.1945 0.399
H 0.333427 6.190438 2.108437 0.1184 -0.0384 -0.0063 0.475
H 1.991241 2.230693 1.465392 0.1035 0.2162 -0.0199 0.159
H 0.942014 2.703571 2.784626 -0.0609 0.2967 -0.1437 0.378
H 2.611113 3.272303 2.757804 -0.0447 -0.0022 -0.1470 0.486
H 4.130511 6.448448 -0.994034 -0.1218 -0.0713 0.0382 0.472
H 2.906774 7.231179 -1.997492 -0.2209 -0.0106 0.2857 0.446
H 3.209544 5.515163 -2.186434 0.0217 -0.0097 0.2622 0.350
C -5.383486 2.841485 1.461882 -0.2166 -0.1923 0.4551 -1.736
C -5.220767 2.471129 -0.040356 0.8451 1.3734 1.4383 2.036
C -5.930898 3.505059 -0.953352 -0.1802 -0.2930 -0.5715 -1.447
C -7.431428 3.314011 -1.122104 -0.1101 0.0978 0.1541 -0.542
C -7.760366 1.865958 -1.459589 0.2898 0.2440 -0.1709 -1.240
C -7.174531 0.885591 -0.425950 -1.7784 -0.6938 0.8682 1.670
N -5.700338 1.069857 -0.241742 0.9738 -0.1106 -4.2313 0.445
O -5.084631 0.570070 -1.346238 -0.8508 0.3900 2.3092 -0.548
C -7.935038 1.076924 0.908773 0.0786 0.3348 0.2586 -1.889
C -7.532460 -0.562769 -0.841395 0.6507 -0.0167 -0.3058 -1.672
C -3.698293 2.652117 -0.296056 -0.1253 -0.7019 -0.5623 -2.277
H -5.944518 2.102833 2.033828 -0.0763 0.0534 -0.1932 0.347
H -4.418753 2.885146 1.977762 -0.0405 0.0846 -0.2788 0.426
H -5.871773 3.808643 1.599634 -0.0071 -0.0284 -0.0472 0.348
H -5.491207 3.453590 -1.960190 0.0889 -0.1584 0.2179 0.438
H -5.736728 4.520549 -0.594156 0.1858 -0.2029 0.1393 0.416
H -7.956083 3.635126 -0.215312 -0.0157 -0.0990 -0.0468 0.273
H -7.792475 3.963853 -1.926585 0.0505 -0.0139 0.1020 0.406
H -8.847691 1.749178 -1.522383 0.1172 -0.2087 0.1818 0.397
H -7.376848 1.637061 -2.461544 0.1405 -0.1025 0.1656 0.354
H -7.543140 0.416759 1.687667 0.0495 0.0477 -0.1020 0.372
H -8.996977 0.839256 0.787830 0.1969 -0.0746 -0.2141 0.425
H -7.907137 2.100333 1.286442 0.0986 -0.1028 -0.0247 0.416
H -7.173755 -0.816581 -1.841842 0.1479 0.1122 0.1702 0.355
H -8.616829 -0.707640 -0.856690 0.1014 0.2925 0.1440 0.427
H -7.115890 -1.287134 -0.134318 0.0353 0.1118 -0.0780 0.280
H -3.109341 1.918436 0.261719 -0.1228 0.0085 -0.0503 0.564
H -3.373287 3.647279 0.021935 -0.3347 -0.0466 0.1296 0.519
H -3.437732 2.565808 -1.355202 -0.1178 -0.1582 0.1473 0.436
```
Positions in Å, forces in eV/Å.